Entry from the OMol25 dataset: the ion C3H7N2O with charge +1 in a non-equilibrium geometry (wB97M-V/def2-TZVPD).

## Properties
Relative energy (zero: lowest compared OMol25 entry of this formula, charge and spin): 5.5545 eV
Net charge: +1
Frontier orbital gap (alpha / beta): 0.2621 / 0.2621 hartree
HOMO level (alpha / beta): -12.42 / -12.42 eV
M: 87.102 g/mol
E_LUMO (alpha / beta): -5.29 / -5.29 eV

Cartesian coordinates (Å):
O (1.40841, 0.46738, -0.64177)
N (1.02837, -1.82249, -0.79948)
N (-1.71792, 1.34046, 1.01439)
C (-0.56329, 1.51714, 0.20999)
C (0.21155, 0.36889, 0.07520)
C (0.54265, -0.42311, -1.18504)
H (-1.69929, 0.64276, 1.77771)
H (1.19131, -2.13120, -1.78432)
H (-2.38775, 2.09669, 0.94156)
H (1.88204, -1.88019, -0.10409)
H (-0.49964, 2.46067, -0.31604)
H (0.18578, -0.12720, 1.09662)
H (0.41777, -2.50981, -0.28474)